Formula: C2H41N2O17
Source: the OMol25 dataset
Level of theory: ωB97M-V/def2-TZVPD

Calculated values
maximum force = 0.0813 hartree/bohr
E_tot = -1489.15098 hartree
energy above the lowest of the compared OMol25 structures with the same formula, charge and spin = 97.91 kcal/mol
Kohn-Sham gap = 10.55 eV
E_LUMO = -2.374 eV

```
! RIJCOSX wB97M-V def2-TZVPD def2/J DEFGRID3
* xyz 1 1
C 1.25907 -0.35023 0.18297
N 0.22785 -0.19521 1.25352
C -0.20209 -1.21309 1.97907
N -0.75071 -0.92584 3.13314
H 0.72317 -0.25259 -0.80492
H 1.78196 -1.32732 0.18112
H 1.97595 0.49085 0.32006
H -0.26871 0.66923 1.30167
H 0.03509 -2.29432 1.71700
H -0.83515 0.07742 3.39648
H -0.90800 -1.53062 3.94591
H 2.29054 0.96209 4.20628
H 1.40148 2.06570 3.57655
O 1.37044 1.17083 3.92914
H -0.53460 -2.14038 -0.90898
H -1.70443 -1.88801 -1.99979
O -0.76607 -1.83912 -1.75276
H 2.49289 0.88366 -2.01535
H 3.25826 1.01047 -3.36028
O 2.94488 0.40475 -2.69733
H 4.48256 -1.74729 -0.57812
H 4.09698 -1.15211 -1.82790
O 3.78362 -1.87074 -1.26908
H 2.18164 -1.50203 -2.82741
H 1.48402 -2.83991 -2.89223
O 1.89293 -2.18349 -3.43760
H 1.75480 2.95524 1.30033
H 2.02024 1.47599 1.72761
O 2.21133 2.37465 1.87869
H -2.62922 3.85145 0.66388
H -2.77581 2.35860 0.05250
O -2.24150 3.03199 0.42323
H 4.19217 0.30434 1.88156
H 3.79282 1.51701 1.13643
O 3.81130 0.57316 1.01966
H -3.03048 0.84515 1.49846
H -4.55224 0.78424 1.26168
O -3.84816 0.47933 1.90129
H -1.33752 0.02366 -3.39694
H -1.98565 1.40577 -3.84565
O -2.05985 0.66443 -3.24297
H 1.93041 -4.48899 0.10998
H 0.38238 -4.19413 -0.02064
O 1.09935 -4.36010 0.59995
H -1.72992 2.82727 3.34549
H -0.86807 2.56089 1.99374
O -1.15887 2.30947 2.85050
H -0.57164 3.00339 -0.61505
H 0.32172 4.21041 -0.59005
O 0.38641 3.24892 -0.57832
H -1.86518 0.96483 -1.52005
H -2.35929 -0.07562 -0.65580
O -1.82532 0.77682 -0.55313
H -3.24978 -2.73992 1.69111
H -3.44685 -1.18888 1.78331
O -2.90627 -1.92315 1.38076
H -3.89240 -1.49173 -2.05363
H -3.57250 -1.96972 -0.52443
O -3.30101 -1.39581 -1.30469
H 0.91557 0.27851 -4.06723
H 0.56657 -1.16941 -4.14258
O 0.10887 -0.31075 -4.14020
*
```

Mulliken population analysis, charges in e, atoms 1 to 4: atom 1 (C): -0.4271, atom 2 (N): 0.8641, atom 3 (C): -0.0067, atom 4 (N): -0.1273

Formula: C2H45O21
Source: the OMol25 dataset
Level of theory: ωB97M-V/def2-TZVPD

Calculated values
maximum force = 0.0761 hartree/bohr
E_tot = -1683.29950 hartree
energy above the lowest of the compared OMol25 structures with the same formula, charge and spin = 12.95 kcal/mol
Kohn-Sham gap = 8.68 eV
E_LUMO = 1.876 eV

```
! RIJCOSX wB97M-V def2-TZVPD def2/J DEFGRID3
* xyz -1 1
C -0.43938 -0.74860 -0.19946
C -0.02838 0.67640 0.07854
O 0.85962 0.78640 1.20554
H -1.09838 -0.87060 -1.06646
H -1.02138 -1.20060 0.67854
H 0.47362 -1.36660 -0.36146
H -0.90438 1.38240 0.16654
H 0.61962 1.00240 -0.77046
O -3.22338 -2.09960 -0.05946
H -2.94138 -1.43960 0.56454
H -2.37238 -2.58560 -0.30346
O 1.78862 1.52340 -3.02746
H 0.97262 1.07640 -2.99846
H 2.43562 0.87940 -3.28646
O 1.06262 -4.00460 -1.92346
H 1.89362 -4.50260 -1.81946
H 1.30062 -3.08660 -2.21546
O 0.05662 -3.14860 2.10054
H 0.87162 -2.54960 2.13654
H -0.55838 -2.73960 2.69354
O 0.52462 3.20840 1.99254
H 1.28962 3.76240 2.25254
H 0.96662 2.47840 1.54954
O -0.72338 0.01540 -3.42746
H -1.49538 -0.29060 -3.02346
H -0.15238 -0.79460 -3.39646
O -1.01638 -3.79460 -0.33646
H -0.62738 -3.56860 0.52054
H -0.23238 -4.03960 -0.87446
O -2.19838 3.04740 1.49454
H -2.88138 2.75240 2.01154
H -1.47038 2.58040 1.89654
O -3.36838 0.15340 -1.89946
H -4.18538 -0.24860 -1.52546
H -3.74638 0.82340 -2.43246
O 3.26362 1.53040 1.64954
H 2.36262 1.19240 1.65754
H 3.80162 0.75340 1.68254
O -3.06738 0.04740 1.52054
H -2.39438 -0.04860 2.20754
H -3.89238 -0.14260 1.96754
O 1.31862 -1.52460 -2.81546
H 1.82162 -1.17560 -3.58046
H 1.82762 -1.11660 -2.13246
O 1.94262 -1.29860 2.20054
H 2.68262 -0.94360 2.70354
H 1.60062 -0.58260 1.69654
O 0.98662 1.65740 4.62954
H 1.67962 1.13740 4.30654
H 0.35462 1.57140 3.89754
O -0.83438 0.53840 2.96854
H -0.45438 -0.13860 3.43854
H -0.22738 0.63040 2.24054
O 0.25662 4.09740 -0.52046
H 0.22762 3.73640 0.33354
H 1.01662 3.63140 -0.89046
O -1.86038 2.38340 -1.94146
H -1.65038 2.60740 -1.06046
H -2.10938 1.47940 -1.90946
O 2.90462 -0.43760 -0.66146
H 3.33862 -1.15060 -0.16446
H 2.23462 -0.18260 -0.07646
O -1.95938 -2.67460 -2.87346
H -2.81038 -2.44660 -2.56246
H -1.45238 -2.93360 -2.12046
O 2.93062 2.57640 -0.77346
H 3.02762 2.15540 0.06754
H 2.70262 2.00240 -1.48046
*
```

Mulliken population analysis, charges in e, atoms 1 to 4: atom 1 (C): 1.4565, atom 2 (C): 0.9315, atom 3 (O): 2.2947, atom 4 (H): -0.2351

Formula: C2H4BBr2CsF4NO3
Source: the OMol25 dataset
Level of theory: ωB97M-V/def2-TZVPD

Calculated values
maximum force = 0.0291 hartree/bohr
E_tot = -5951.80864 hartree
energy above the lowest of the compared OMol25 structures with the same formula, charge and spin = 0.00 kcal/mol
Kohn-Sham gap = 6.83 eV
E_LUMO = 1.599 eV

```
! RIJCOSX wB97M-V def2-TZVPD def2/J DEFGRID3
* xyz -1 1
Cs -2.02273 0.25456 -0.14319
N -3.06038 -1.95371 -2.83498
O -3.71799 -1.51374 -1.83880
O -1.91007 -2.37423 -2.63823
O -3.56234 -1.97136 -3.95730
B 0.38294 -2.63614 1.02236
F 0.22619 -1.17844 1.11533
F -0.60245 -3.09977 0.18648
F 1.66136 -2.81201 0.43278
F 0.34955 -3.19103 2.28597
Br 3.73948 2.40964 1.46697
C 2.15561 2.83516 0.43973
C 0.91377 2.21833 1.06058
Br -0.54770 3.49807 1.05782
H 2.31461 2.44975 -0.56142
H 2.07650 3.91485 0.39628
H 1.02779 1.77794 2.04611
H 0.57583 1.37213 0.46350
*
```

Mulliken population analysis, charges in e, atoms 1 to 4: atom 1 (Cs): 1.0616, atom 2 (N): 0.8978, atom 3 (O): -0.6956, atom 4 (O): -0.5554

Formula: C2H4Br2
Source: the OMol25 dataset
Level of theory: ωB97M-V/def2-TZVPD

Calculated values
maximum force = 0.0430 hartree/bohr
E_tot = -5226.61818 hartree
energy above the lowest of the compared OMol25 structures with the same formula, charge and spin = 10.35 kcal/mol
structure (SMILES) = BrCCBr
Kohn-Sham gap = 10.90 eV
E_LUMO = 0.662 eV

```
! RIJCOSX wB97M-V def2-TZVPD def2/J DEFGRID3
* xyz 0 1
Br 0.24611 2.08857 1.16478
C 0.35977 0.14661 0.66808
C -0.13274 -0.32980 -0.74494
Br -2.10251 -0.62792 -0.51894
H -0.12282 -0.37602 1.49394
H 1.42760 -0.04484 0.56222
H 0.30323 -1.26586 -1.09398
H 0.02137 0.40925 -1.53117
*
```

Mulliken population analysis, charges in e, atoms 1 to 4: atom 1 (Br): -0.1261, atom 2 (C): -0.6020, atom 3 (C): -0.5251, atom 4 (Br): -0.1600

- Kohn-Sham gap of number 3 (C2H4BBr2CsF4NO3)?
  6.83 eV